Computed, not measured: a molecular structure, C13H22CuO12P2 at a distorted geometry, with the ωB97M-V functional and the def2-TZVPD basis.

## Properties
- frontier orbital gap (eV) = 7.89
- 2S+1 = 1
- HOMO level (eV) = -5.241
- net charge = -1
- lowest unoccupied orbital energy (Eh) = 0.0975
- energy above the lowest of the compared OMol25 structures with the same formula, charge and spin (eV) = 1.063

Structure (XYZ):
```
50
C13H22CuO12P2 (the ωB97M-V functional and the def2-TZVPD basis)
Cu -0.116 -0.243 -0.964
C -2.150 -2.764 0.463
O -1.945 -2.191 -0.811
C -3.125 -1.653 -1.382
C -3.360 -0.177 -1.066
O -2.557 0.697 -1.827
C -2.905 0.785 -3.197
H -2.930 -3.533 0.418
H -2.435 -2.014 1.210
H -1.211 -3.225 0.761
H -3.998 -2.229 -1.051
H -3.017 -1.782 -2.459
H -3.090 0.023 -0.027
H -4.423 0.057 -1.226
H -3.890 1.257 -3.309
H -2.913 -0.191 -3.686
H -2.143 1.386 -3.686
C 1.542 3.783 -1.316
C 0.564 2.620 -1.331
O -0.775 3.083 -1.575
P 0.391 1.941 0.357
O -0.060 3.219 1.233
O 1.819 1.689 0.976
O -0.625 0.861 0.597
P 1.112 1.427 -2.687
O 2.478 0.852 -2.073
O 1.386 2.225 -3.899
O 0.072 0.319 -2.800
H 1.192 4.580 -0.659
H 1.651 4.146 -2.336
H 2.511 3.425 -0.968
H -1.284 2.313 -1.869
H -0.993 3.402 1.055
H 1.892 0.810 1.394
H 2.359 -0.010 -1.610
O 4.375 -1.407 2.654
C 3.073 -1.546 2.913
C 2.634 -1.621 4.237
C 1.292 -1.791 4.517
C 0.356 -1.891 3.491
C 0.783 -1.805 2.179
C 2.128 -1.615 1.872
C 2.597 -1.504 0.433
O 3.826 -1.627 0.245
O 1.747 -1.322 -0.491
H 4.436 -1.470 1.651
H 3.370 -1.557 5.029
H 0.970 -1.847 5.550
H -0.694 -2.025 3.717
H 0.089 -1.856 1.356
```



Computed, not measured: 16 unconnected molecules or ions with the total composition C46H135N15O16 at a distorted geometry, with the ωB97M-V functional and the def2-TZVPD basis.

## Properties
- frontier orbital gap (eV) = 9.30
- 2S+1 = 1
- HOMO level (eV) = -8.799
- lowest unoccupied orbital energy (Eh) = 0.0183
- energy above the lowest of the compared OMol25 structures with the same formula, charge and spin (eV) = 0.274

Structure (XYZ):
```
212
C46H135N15O16 (the ωB97M-V functional and the def2-TZVPD basis)
C -2.837 11.082 17.804
C -2.685 12.022 16.605
C -1.460 12.847 16.614
O -1.366 13.791 17.638
C -0.153 14.550 17.604
N -2.522 11.159 15.386
H -2.903 11.635 18.723
H -1.903 10.503 17.779
H -3.665 10.339 17.783
H -3.500 12.763 16.628
H -1.390 13.339 15.636
H -0.499 12.223 16.613
H 0.571 13.790 17.792
H -0.140 15.333 18.385
H -0.035 15.028 16.609
H -3.090 10.324 15.571
H -2.851 11.637 14.562
C -5.600 22.373 22.331
C -4.751 22.300 23.622
C -4.021 23.588 23.894
O -3.062 23.461 24.917
C -2.397 24.675 25.252
N -5.837 22.111 24.659
H -4.994 22.027 21.490
H -5.858 23.415 22.215
H -6.480 21.741 22.268
H -4.074 21.453 23.694
H -4.814 24.334 24.177
H -3.560 24.042 22.971
H -1.522 24.586 24.645
H -2.263 24.627 26.350
H -2.984 25.565 25.013
H -6.388 22.968 24.696
H -5.361 21.948 25.557
C -0.241 19.388 27.397
C -1.192 19.900 26.292
C -2.684 19.917 26.824
O -2.981 18.612 27.178
C -4.220 18.467 27.817
N -0.826 21.243 25.789
H -0.485 19.919 28.362
H 0.796 19.672 27.300
H -0.213 18.354 27.520
H -1.243 19.262 25.392
H -3.336 20.232 25.976
H -2.852 20.591 27.625
H -4.150 18.987 28.784
H -4.343 17.446 28.031
H -5.110 18.783 27.277
H -0.765 21.998 26.508
H -1.580 21.467 25.178
C 2.277 22.720 24.073
C 2.568 21.502 23.233
C 1.327 20.949 22.700
O 1.477 19.842 21.841
C 2.254 18.769 22.381
N 3.606 21.721 22.214
H 2.013 23.549 23.408
H 3.206 23.070 24.544
H 1.591 22.388 24.860
H 2.925 20.742 23.977
H 0.735 21.617 22.047
H 0.634 20.752 23.557
H 3.302 19.011 22.402
H 2.020 17.910 21.752
H 1.912 18.578 23.500
H 4.284 22.423 22.527
H 3.259 22.065 21.356
C -6.127 21.542 18.903
C -6.677 20.170 19.432
C -8.206 20.025 19.636
O -8.771 21.086 20.377
C -10.196 20.896 20.550
N -6.125 19.019 18.693
H -5.057 21.358 18.605
H -6.232 22.340 19.605
H -6.741 21.786 18.070
H -6.302 20.029 20.445
H -8.289 19.076 20.155
H -8.752 19.913 18.696
H -10.443 21.825 21.123
H -10.374 20.034 21.230
H -10.744 20.818 19.676
H -5.116 19.157 18.536
H -6.678 19.067 17.761
C 1.647 22.897 16.810
C 1.252 21.798 17.778
C 2.155 20.517 17.657
O 1.621 19.525 18.530
C 2.438 18.389 18.665
N 1.387 22.386 19.185
H 1.474 22.411 15.763
H 2.637 23.281 16.802
H 1.011 23.737 16.893
H 0.239 21.467 17.543
H 3.168 20.801 18.079
H 2.278 20.115 16.606
H 2.570 17.807 17.788
H 1.987 17.738 19.441
H 3.389 18.852 18.978
H 1.270 21.562 19.734
H 2.425 22.521 19.237
C -9.466 19.698 24.563
C -8.574 19.067 23.526
C -7.351 18.430 24.042
O -6.382 18.145 22.998
C -4.995 18.059 23.357
N -9.496 18.075 22.754
H -10.468 19.940 24.172
H -8.997 20.613 24.929
H -9.640 19.035 25.494
H -8.311 19.822 22.782
H -7.596 17.469 24.507
H -6.894 19.110 24.736
H -4.418 17.528 22.594
H -4.739 17.600 24.299
H -4.583 19.141 23.535
H -9.974 17.564 23.468
H -8.867 17.412 22.232
C -1.932 20.798 21.410
C -2.300 19.272 21.520
C -1.589 18.570 20.325
O -1.996 19.113 19.146
C -1.378 18.454 18.059
N -2.009 18.701 22.870
H -2.255 21.258 22.330
H -2.397 21.136 20.486
H -0.813 20.877 21.440
H -3.364 19.203 21.364
H -1.779 17.476 20.205
H -0.495 18.750 20.472
H -0.326 18.483 18.288
H -1.624 19.008 17.160
H -1.869 17.445 18.094
H -0.976 18.901 22.988
H -2.028 17.693 22.867
C -3.280 23.325 17.650
C -2.436 24.579 17.509
C -1.375 24.717 18.565
O -0.667 25.893 18.289
C 0.209 26.294 19.306
N -1.677 24.645 16.162
H -3.800 23.351 18.588
H -2.812 22.303 17.612
H -4.157 23.337 16.921
H -3.040 25.499 17.561
H -0.708 23.844 18.728
H -1.892 24.763 19.569
H -0.179 26.210 20.293
H 0.442 27.325 19.033
H 1.014 25.603 19.256
H -1.100 25.449 16.202
H -2.403 24.833 15.452
C -6.317 15.146 17.209
C -7.659 15.684 16.705
C -7.604 16.176 15.286
O -6.822 17.382 15.055
C -7.101 17.828 13.773
N -8.691 14.637 16.707
H -6.022 14.201 16.693
H -6.369 14.970 18.270
H -5.571 15.986 17.069
H -7.825 16.600 17.343
H -8.602 16.292 14.905
H -7.204 15.360 14.686
H -7.113 18.878 13.552
H -8.013 17.383 13.392
H -6.299 17.457 13.099
H -8.557 13.829 17.283
H -9.578 15.074 16.849
C -0.223 15.474 24.431
C -1.592 14.908 24.907
C -1.630 13.390 24.985
O -0.927 12.849 23.890
C -0.986 11.431 23.961
N -1.930 15.467 26.156
H -0.041 15.348 23.350
H 0.661 15.045 24.923
H -0.149 16.589 24.686
H -2.316 15.263 24.215
H -2.678 13.073 24.998
H -1.183 13.022 25.980
H -0.635 10.981 24.922
H -0.448 11.089 23.035
H -2.064 11.048 23.943
H -1.150 15.286 26.766
H -2.035 16.481 26.022
C -3.083 15.027 21.281
O -3.163 15.743 22.252
N -3.873 15.268 20.226
N -2.351 13.833 21.322
H -4.645 15.917 20.189
H -3.888 14.622 19.438
H -2.329 13.179 20.544
H -1.640 13.863 22.085
C -4.278 19.706 14.450
O -3.878 20.843 14.385
N -5.035 19.346 15.521
N -3.962 18.696 13.609
H -5.568 18.484 15.624
H -5.183 20.065 16.188
H -3.731 17.911 14.189
H -3.076 18.908 13.106
O -2.203 20.668 12.250
H -1.315 20.970 12.451
H -2.775 20.976 12.979
O -6.316 16.797 20.281
H -6.198 17.125 21.190
H -6.378 17.613 19.734
O -0.874 22.210 14.588
H -1.848 22.141 14.618
H -0.691 23.054 15.080
```



Computed, not measured: 3 unconnected molecules or ions with the total composition C4H14NO at a distorted geometry, with the ωB97M-V functional and the def2-TZVPD basis.

## Properties
- frontier orbital gap (eV) = 4.28
- 2S+1 = 1
- HOMO level (eV) = -14.162
- net charge = +1
- lowest unoccupied orbital energy (Eh) = -0.3631
- energy above the lowest of the compared OMol25 structures with the same formula, charge and spin (eV) = 8.844

Structure (XYZ):
```
20
C4H14NO (the ωB97M-V functional and the def2-TZVPD basis)
C -0.773 -1.254 2.663
C -2.010 -1.224 1.715
N -0.065 1.657 -1.606
C 1.236 1.354 -1.996
C 1.517 -0.126 -2.180
H -0.085 -0.499 2.189
H -0.396 -2.263 2.496
H -1.009 -1.204 3.758
H -2.906 -1.298 2.354
H -2.139 -0.233 1.280
H -2.045 -1.950 0.882
H -0.340 1.253 -0.757
H 1.951 1.666 -1.209
H 1.461 1.964 -2.892
H 1.096 -0.464 -1.198
H 0.912 -0.528 -3.031
H 2.604 -0.310 -2.209
H -0.647 2.205 -2.174
H 1.165 0.907 1.216
O 0.475 0.347 0.699
```



Copy entry 1 word for word.
Computed, not measured: a molecular structure, C13H22CuO12P2 at a distorted geometry, with the ωB97M-V functional and the def2-TZVPD basis.

## Properties
- frontier orbital gap (eV) = 7.89
- 2S+1 = 1
- HOMO level (eV) = -5.241
- net charge = -1
- lowest unoccupied orbital energy (Eh) = 0.0975
- energy above the lowest of the compared OMol25 structures with the same formula, charge and spin (eV) = 1.063

Structure (XYZ):
```
50
C13H22CuO12P2 (the ωB97M-V functional and the def2-TZVPD basis)
Cu -0.116 -0.243 -0.964
C -2.150 -2.764 0.463
O -1.945 -2.191 -0.811
C -3.125 -1.653 -1.382
C -3.360 -0.177 -1.066
O -2.557 0.697 -1.827
C -2.905 0.785 -3.197
H -2.930 -3.533 0.418
H -2.435 -2.014 1.210
H -1.211 -3.225 0.761
H -3.998 -2.229 -1.051
H -3.017 -1.782 -2.459
H -3.090 0.023 -0.027
H -4.423 0.057 -1.226
H -3.890 1.257 -3.309
H -2.913 -0.191 -3.686
H -2.143 1.386 -3.686
C 1.542 3.783 -1.316
C 0.564 2.620 -1.331
O -0.775 3.083 -1.575
P 0.391 1.941 0.357
O -0.060 3.219 1.233
O 1.819 1.689 0.976
O -0.625 0.861 0.597
P 1.112 1.427 -2.687
O 2.478 0.852 -2.073
O 1.386 2.225 -3.899
O 0.072 0.319 -2.800
H 1.192 4.580 -0.659
H 1.651 4.146 -2.336
H 2.511 3.425 -0.968
H -1.284 2.313 -1.869
H -0.993 3.402 1.055
H 1.892 0.810 1.394
H 2.359 -0.010 -1.610
O 4.375 -1.407 2.654
C 3.073 -1.546 2.913
C 2.634 -1.621 4.237
C 1.292 -1.791 4.517
C 0.356 -1.891 3.491
C 0.783 -1.805 2.179
C 2.128 -1.615 1.872
C 2.597 -1.504 0.433
O 3.826 -1.627 0.245
O 1.747 -1.322 -0.491
H 4.436 -1.470 1.651
H 3.370 -1.557 5.029
H 0.970 -1.847 5.550
H -0.694 -2.025 3.717
H 0.089 -1.856 1.356
```



Repeat the first record exactly.
Computed, not measured: a molecular structure, C13H22CuO12P2 at a distorted geometry, with the ωB97M-V functional and the def2-TZVPD basis.

## Properties
- frontier orbital gap (eV) = 7.89
- 2S+1 = 1
- HOMO level (eV) = -5.241
- net charge = -1
- lowest unoccupied orbital energy (Eh) = 0.0975
- energy above the lowest of the compared OMol25 structures with the same formula, charge and spin (eV) = 1.063

Structure (XYZ):
```
50
C13H22CuO12P2 (the ωB97M-V functional and the def2-TZVPD basis)
Cu -0.116 -0.243 -0.964
C -2.150 -2.764 0.463
O -1.945 -2.191 -0.811
C -3.125 -1.653 -1.382
C -3.360 -0.177 -1.066
O -2.557 0.697 -1.827
C -2.905 0.785 -3.197
H -2.930 -3.533 0.418
H -2.435 -2.014 1.210
H -1.211 -3.225 0.761
H -3.998 -2.229 -1.051
H -3.017 -1.782 -2.459
H -3.090 0.023 -0.027
H -4.423 0.057 -1.226
H -3.890 1.257 -3.309
H -2.913 -0.191 -3.686
H -2.143 1.386 -3.686
C 1.542 3.783 -1.316
C 0.564 2.620 -1.331
O -0.775 3.083 -1.575
P 0.391 1.941 0.357
O -0.060 3.219 1.233
O 1.819 1.689 0.976
O -0.625 0.861 0.597
P 1.112 1.427 -2.687
O 2.478 0.852 -2.073
O 1.386 2.225 -3.899
O 0.072 0.319 -2.800
H 1.192 4.580 -0.659
H 1.651 4.146 -2.336
H 2.511 3.425 -0.968
H -1.284 2.313 -1.869
H -0.993 3.402 1.055
H 1.892 0.810 1.394
H 2.359 -0.010 -1.610
O 4.375 -1.407 2.654
C 3.073 -1.546 2.913
C 2.634 -1.621 4.237
C 1.292 -1.791 4.517
C 0.356 -1.891 3.491
C 0.783 -1.805 2.179
C 2.128 -1.615 1.872
C 2.597 -1.504 0.433
O 3.826 -1.627 0.245
O 1.747 -1.322 -0.491
H 4.436 -1.470 1.651
H 3.370 -1.557 5.029
H 0.970 -1.847 5.550
H -0.694 -2.025 3.717
H 0.089 -1.856 1.356
```



Question: Which of these has the lowest lowest unoccupied orbital energy?
Answer: C4H14NO